# C44H116FeN10O14

C44H116FeN10O14 as an isolated structure at a distorted geometry (wB97M-V/def2-TZVPD, OMol25).

```
185
Properties=species:S:1:pos:R:3:forces:R:3:mulliken_spin:R:1
Fe -11.6871 -7.4792 -8.4847 0.29 -0.23 1.01 3.78
C -14.0076 -10.7568 -9.0192 -0.88 0.12 -0.76 0.00
C -13.1678 -9.5304 -8.9698 -2.13 1.05 -0.80 -0.06
O -13.6075 -8.3631 -9.1756 -1.67 0.55 0.00 0.07
O -11.9894 -9.6176 -8.7613 4.71 -1.52 1.11 0.03
H -14.1587 -11.1802 -8.0262 -0.01 0.00 -0.08 0.00
H -13.5545 -11.4889 -9.6876 0.21 -0.09 0.25 0.00
H -14.9471 -10.4688 -9.4909 -0.28 -0.26 0.37 0.00
C -7.5464 -6.6798 -7.8389 -0.02 -1.00 -0.87 0.01
C -9.0332 -7.0044 -7.9575 -0.03 1.55 1.38 -0.03
O -9.9345 -6.1932 -7.6866 -0.58 3.65 0.42 0.01
O -9.4635 -8.1034 -8.2448 0.64 -4.17 -1.77 0.05
H -7.2422 -5.7896 -8.3894 -0.28 0.15 0.18 0.00
H -7.0941 -7.5357 -8.3398 0.44 0.06 -0.02 0.00
H -7.1284 -6.6638 -6.8324 -0.47 0.24 0.13 0.00
C -13.3602 -9.2733 -12.6139 0.88 -0.88 -0.27 0.00
C -14.3839 -8.1713 -12.5765 -1.19 -1.45 -1.73 0.00
C -15.0907 -8.0852 -13.9552 0.06 -0.28 -1.55 0.00
O -15.5194 -9.3371 -14.5409 -0.16 -0.60 -0.35 0.00
C -15.9565 -9.2212 -15.9367 0.59 0.64 1.66 0.00
N -15.3877 -8.4247 -11.5816 -0.38 0.77 1.46 0.00
H -12.5935 -9.1639 -11.8469 -0.03 0.18 0.10 0.00
H -12.8707 -9.3544 -13.5844 0.21 0.14 -0.08 0.00
H -13.8128 -10.2515 -12.4517 -0.23 0.01 -0.04 0.00
H -13.8266 -7.2435 -12.4469 -0.55 0.36 0.31 0.00
H -14.3556 -7.6819 -14.6516 0.19 0.40 -0.22 0.00
H -16.0017 -7.4905 -14.0227 0.22 0.68 0.76 0.00
H -16.6466 -8.3861 -16.0569 -0.16 0.18 0.14 0.00
H -16.4868 -10.1206 -16.2496 0.38 -0.11 0.29 0.00
H -15.0848 -9.0024 -16.5536 0.05 -0.23 -0.22 0.00
H -15.6918 -9.3877 -11.5644 -0.14 -0.25 -0.84 0.00
H -14.9324 -8.3782 -10.6812 0.14 0.50 0.56 0.00
C -8.0839 -9.0008 -4.3976 0.03 0.16 0.48 0.00
C -7.3352 -9.5768 -5.6081 1.67 0.10 0.95 0.00
C -6.1955 -10.6241 -5.2491 0.48 0.67 0.34 0.00
O -5.2541 -10.1953 -4.2419 -0.81 -0.77 0.09 0.00
C -4.3114 -9.2548 -4.5974 0.43 1.04 -0.29 0.00
N -8.2212 -10.1073 -6.5704 -1.37 -1.45 -0.87 0.00
H -8.9844 -8.4574 -4.6838 -0.15 -0.11 -0.39 0.00
H -7.5314 -8.2816 -3.7929 0.57 0.03 -0.26 0.00
H -8.3917 -9.7388 -3.6569 -0.05 -0.43 -0.25 0.00
H -6.8845 -8.7667 -6.1813 0.97 0.53 0.85 0.00
H -5.6514 -10.8997 -6.1525 0.10 0.36 -0.41 0.00
H -6.4634 -11.6026 -4.8506 -1.09 0.23 0.03 0.00
H -3.5923 -9.0950 -3.7940 -0.30 -0.18 0.37 0.00
H -4.7879 -8.2956 -4.7998 0.05 0.31 -0.16 0.00
H -3.6805 -9.5135 -5.4479 -0.20 -0.35 -0.47 0.00
H -7.7780 -10.7078 -7.2509 0.58 -0.47 0.37 0.00
H -8.5883 -9.3726 -7.1582 -0.41 0.35 0.11 0.00
C -10.6295 -13.1684 -6.5465 -0.12 -1.02 0.08 0.00
C -11.1028 -12.1540 -5.5165 1.05 0.15 -0.57 0.00
C -10.2022 -12.2138 -4.2135 -1.95 1.05 -0.95 0.00
O -10.1721 -13.4905 -3.6548 0.94 -1.06 0.92 0.00
C -11.4010 -14.0025 -3.1401 -0.58 1.12 -1.31 0.00
N -10.9979 -10.8296 -6.1323 -0.22 0.32 0.99 0.00
H -9.6469 -12.9379 -6.9581 0.10 0.28 0.19 0.00
H -11.3188 -13.2220 -7.3892 -0.13 0.11 -0.02 0.00
H -10.5644 -14.1802 -6.1463 0.00 -0.12 0.14 0.00
H -12.1597 -12.3321 -5.3180 -0.01 -0.18 0.49 0.00
H -10.5644 -11.4468 -3.5290 -0.81 -0.07 0.56 0.00
H -9.2266 -11.7574 -4.3805 0.50 -1.08 -0.56 0.00
H -11.9377 -13.1890 -2.6521 -0.10 -0.03 0.41 0.00
H -11.3713 -14.8885 -2.5059 0.98 0.28 0.10 0.00
H -12.0162 -14.2882 -3.9933 -0.28 -0.13 -0.12 0.00
H -10.0054 -10.6915 -6.2583 0.62 0.53 0.10 0.00
H -11.3361 -10.8040 -7.0836 -0.52 -0.23 -0.21 0.00
C -6.6729 -10.2223 -9.9811 -1.62 0.92 -0.08 0.00
C -7.8654 -11.0969 -9.5879 0.71 -2.24 -0.30 0.00
C -8.4671 -11.9111 -10.7641 0.04 1.36 -0.73 0.00
O -9.5272 -12.8117 -10.4977 0.35 0.74 0.81 0.00
C -10.7087 -12.1091 -10.0931 -0.76 -1.06 -0.98 0.00
N -7.2530 -12.0418 -8.6163 -0.50 -0.64 0.18 0.00
H -6.4117 -9.6628 -9.0828 0.53 -0.28 0.05 0.00
H -7.0167 -9.4450 -10.6635 0.21 -0.04 -0.44 0.00
H -5.8481 -10.7949 -10.4051 -0.04 0.07 0.14 0.00
H -8.6810 -10.5585 -9.1052 0.21 0.31 0.06 0.00
H -7.6750 -12.3926 -11.3377 0.10 -0.66 0.41 0.00
H -8.8426 -11.1938 -11.4938 -0.24 0.47 -0.19 0.00
H -11.5336 -12.7587 -10.3857 -0.06 -0.49 0.40 0.00
H -10.9421 -11.2642 -10.7412 0.65 0.64 0.25 0.00
H -10.8176 -11.8868 -9.0316 0.49 0.23 -0.19 0.00
H -6.6008 -12.6331 -9.1115 0.84 0.41 -0.39 0.00
H -7.8981 -12.7885 -8.4010 -0.90 0.13 0.49 0.00
C -4.2757 -2.6596 -4.7112 -1.24 -0.82 -0.43 0.00
C -5.3108 -2.4576 -5.8763 1.03 -1.76 1.52 0.00
C -6.7696 -2.8185 -5.4390 0.30 0.05 -0.29 0.00
O -6.8613 -4.0894 -4.8115 -0.88 -0.26 0.33 0.00
C -8.2398 -4.5539 -4.7364 0.57 -0.36 -0.63 0.00
N -5.0927 -1.1917 -6.5421 -0.95 0.12 0.05 0.00
H -4.3940 -3.6184 -4.2065 -0.50 -0.29 -0.31 0.00
H -4.5329 -1.9743 -3.9036 0.69 0.58 -0.16 0.00
H -3.2452 -2.7283 -5.0598 -0.04 0.94 0.03 0.00
H -5.1005 -3.1675 -6.6763 0.20 -0.47 0.19 0.00
H -7.3297 -2.8532 -6.3734 -0.45 0.11 -0.23 0.00
H -7.2418 -2.0817 -4.7891 0.11 0.44 0.12 0.00
H -8.3358 -5.5026 -4.2083 0.73 0.03 0.28 0.00
H -8.5881 -4.8016 -5.7391 -0.15 0.31 -0.29 0.00
H -8.9626 -3.8902 -4.2619 0.33 0.59 0.04 0.00
H -5.8339 -1.1922 -7.2282 0.00 0.51 -0.71 0.00
H -5.3222 -0.4108 -5.9440 0.10 0.22 0.40 0.00
C -16.4139 -3.0598 -5.7399 -0.24 -0.49 -0.86 0.00
C -17.0599 -4.4040 -6.0799 0.87 0.58 0.13 0.00
C -16.0840 -5.5134 -6.4304 0.12 0.09 -0.13 0.00
O -15.5310 -5.3663 -7.7078 0.06 0.56 -0.85 0.00
C -16.2967 -5.8904 -8.7512 -0.78 -0.26 -0.75 0.00
N -17.8014 -4.8085 -4.9222 -1.36 -0.81 0.70 0.00
H -17.2090 -2.3479 -5.5188 0.15 0.23 -0.07 0.00
H -15.8211 -2.7287 -6.5926 0.05 0.28 0.11 0.00
H -15.7805 -3.1618 -4.8587 0.03 -0.06 -0.02 0.00
H -17.7514 -4.4040 -6.9224 0.17 0.79 -0.53 0.00
H -16.7047 -6.4088 -6.3951 0.40 -0.62 0.20 0.00
H -15.1647 -5.5861 -5.8492 -0.58 -0.02 0.96 0.00
H -15.9036 -5.5498 -9.7091 0.44 -0.41 0.11 0.00
H -17.3380 -5.5734 -8.8079 -0.26 0.58 0.56 0.00
H -16.3885 -6.9743 -8.6813 0.55 -0.25 -0.22 0.00
H -18.4232 -5.5320 -5.2540 0.14 -1.08 0.22 0.00
H -18.5407 -4.1394 -4.7617 0.24 0.89 0.46 0.00
C -9.1647 -2.9679 -9.5614 0.85 1.10 -0.83 0.00
C -8.4387 -1.6310 -9.1190 -0.29 -1.10 -1.17 0.00
C -8.1256 -0.6397 -10.3160 1.61 -1.56 -0.29 0.00
O -7.3534 -1.2650 -11.3835 0.84 -0.02 -0.03 0.00
C -5.9427 -1.6262 -11.1263 -1.88 -0.44 1.35 0.00
N -9.2682 -1.0774 -8.1232 -1.41 1.52 1.66 0.00
H -9.1969 -3.7251 -8.7779 0.20 0.15 0.05 0.00
H -8.6980 -3.3728 -10.4593 0.21 -0.15 0.06 0.00
H -10.1867 -2.7407 -9.8648 -0.17 0.16 0.13 0.00
H -7.5797 -1.9222 -8.5146 0.70 -0.03 -0.75 0.00
H -7.5630 0.2535 -10.0445 0.01 0.06 0.77 0.00
H -9.0314 -0.2681 -10.7951 -0.23 -0.39 0.04 0.00
H -5.9443 -2.4078 -10.3666 -0.06 -0.37 0.11 0.00
H -5.3435 -0.8564 -10.6399 -0.07 0.60 -0.61 0.00
H -5.4841 -2.0908 -11.9992 -0.31 0.64 -0.22 0.00
H -10.0790 -0.5756 -8.4561 -0.30 -0.22 -0.51 0.00
H -8.8257 -0.3888 -7.5316 0.46 -0.06 0.12 0.00
C -12.4256 -1.5655 -6.4009 -0.76 -1.26 0.86 0.00
C -11.6655 -2.8114 -5.9006 -0.47 -0.54 0.55 0.00
C -12.4087 -3.7994 -4.9567 0.65 1.85 -0.35 0.00
O -12.5687 -3.1158 -3.7181 0.02 -1.03 0.78 0.00
C -12.7802 -4.0464 -2.6066 0.14 0.83 -1.75 0.00
N -11.3030 -3.5642 -7.0686 0.83 0.82 -1.56 0.00
H -13.3631 -1.9292 -6.8215 -0.12 0.01 -0.28 0.00
H -11.8863 -1.0489 -7.1948 0.09 0.16 0.38 0.00
H -12.7228 -0.9605 -5.5443 0.34 0.41 -0.18 0.00
H -10.7625 -2.4794 -5.3883 0.05 0.08 0.48 0.00
H -11.7705 -4.6830 -4.9591 0.25 -0.20 0.78 0.00
H -13.3530 -4.1407 -5.3808 -0.44 0.23 -0.07 0.00
H -11.9003 -4.6883 -2.5637 -0.12 -0.23 0.25 0.00
H -13.6767 -4.5984 -2.8891 -0.08 -0.41 0.53 0.00
H -12.9150 -3.4871 -1.6808 -0.01 0.03 -0.23 0.00
H -10.6520 -4.3347 -7.0164 0.03 -0.73 1.17 0.00
H -10.6814 -2.9029 -7.5118 -0.02 0.31 -0.89 0.00
C -13.3146 -3.8311 -10.0876 0.70 0.99 -1.26 0.00
C -12.8535 -5.2530 -9.9927 -0.71 -1.39 -0.49 0.01
C -11.6296 -5.7046 -10.8427 -1.08 1.50 1.46 -0.01
O -11.2408 -7.0391 -10.5011 0.19 1.23 -1.86 0.04
C -10.3195 -7.5264 -11.4951 0.38 -0.97 0.64 0.01
N -12.6462 -5.5393 -8.5834 0.36 -0.99 -0.56 0.03
H -14.2995 -3.6599 -9.6533 0.11 -0.26 0.21 0.00
H -13.3626 -3.4851 -11.1201 -0.12 0.03 -0.24 0.00
H -12.5823 -3.1899 -9.5970 -0.10 0.16 0.21 0.00
H -13.6283 -5.8851 -10.4266 -0.47 -0.28 0.57 0.00
H -10.8558 -4.9833 -10.5799 0.68 -0.17 -0.52 -0.01
H -11.9787 -5.6266 -11.8723 0.52 -0.10 -0.22 0.00
H -9.2889 -7.2096 -11.3348 0.02 0.22 0.53 0.00
H -10.5225 -7.2380 -12.5265 -0.77 0.08 0.13 0.00
H -10.3598 -8.6101 -11.3859 0.14 0.02 -0.19 0.00
H -12.0016 -4.8291 -8.2668 0.19 0.21 0.47 0.00
H -13.4965 -5.3293 -8.0804 -0.41 -0.26 0.12 0.01
C -14.1760 -8.4195 -5.8175 -0.25 0.52 1.06 0.01
C -12.9610 -7.5933 -5.3518 -0.19 -0.18 -1.55 0.00
C -12.4639 -7.8931 -3.9391 -0.86 0.38 -0.31 0.00
O -11.2487 -7.2032 -3.6340 -1.59 -1.14 -0.86 0.00
C -10.8882 -7.3567 -2.2841 1.80 1.32 -0.70 0.00
N -11.8903 -7.8518 -6.3347 -0.09 0.26 1.27 0.11
H -14.6335 -8.0043 -6.7154 0.22 0.17 0.00 0.00
H -14.9022 -8.3621 -5.0067 -0.40 -0.22 -0.06 0.00
H -13.9756 -9.4702 -6.0270 0.40 -0.02 0.21 0.00
H -13.2164 -6.5387 -5.4542 -0.08 0.16 0.28 0.00
H -12.4048 -8.9756 -3.8251 0.47 -0.23 0.13 0.00
H -13.2491 -7.5328 -3.2745 -0.13 -0.01 0.42 0.00
H -10.0746 -6.6320 -2.3147 0.12 0.30 1.13 0.00
H -10.3563 -8.2792 -2.0515 -0.71 -0.55 0.02 0.00
H -11.6639 -7.0458 -1.5842 -0.08 -0.29 0.04 0.00
H -11.1241 -7.3800 -5.8760 0.88 0.31 -0.54 -0.01
H -11.6978 -8.8177 -6.1108 0.60 -0.98 -0.54 -0.01
```
Forces are in eV/Å.

Properties
energy relative to the best compared isomer or geometry (same formula, charge and spin)	39.86	kcal per mole
⟨S²⟩	6.0073
multiplicity	5
HOMO-LUMO gap (spin up / spin down)	8.62 / 7.97	eV